{
  "formula": "C5H10N2S",
  "method": "ωB97M-V/def2-TZVPD",
  "symbols": ["C", "C", "C", "C", "C", "S", "N", "N", "H", "H", "H", "H", "H", "H", "H", "H", "H", "H"],
  "positions_angstrom": [[0.139, -2.403, -1.852], [-0.142, -1.000, -1.376], [0.469, -0.363, -0.365], [1.803, -0.910, 0.184], [-0.140, 0.804, 0.359], [0.669, 2.225, 0.541], [-1.342, 0.629, 0.941], [-2.099, -0.578, 1.003], [0.625, -2.435, -2.867], [-0.789, -2.996, -1.921], [0.818, -2.903, -1.143], [-0.989, -0.488, -1.874], [1.664, -1.286, 1.221], [2.215, -1.679, -0.496], [2.546, -0.060, 0.256], [-1.728, 1.395, 1.381], [-1.510, -1.306, 1.392], [-2.240, -0.962, 0.083]],
  "forces_ev_per_angstrom": [[0.871, 0.017, -0.643], [-0.826, 0.509, -0.033], [0.477, -1.141, 0.103], [0.010, 1.028, 0.277], [0.533, -0.063, -0.254], [0.060, 0.193, -0.090], [0.726, -2.634, -1.606], [0.415, 0.146, 0.264], [-0.470, 0.049, 0.846], [0.303, 0.359, 0.045], [-0.359, 0.010, -0.399], [0.275, -0.371, 0.475], [0.219, -0.005, -0.617], [-0.221, 0.454, 0.638], [-0.859, -0.864, -0.130], [-1.001, 1.653, 1.136], [0.159, 0.155, 0.621], [-0.311, 0.506, -0.632]],
  "orbital_gap_ev": 8.687,
  "smiles": "C/C=C(\\C)C(=S)NN",
  "e_homo_ev": -8.28,
  "fmax_ev_per_a": 3.17,
  "total_energy_ha": -704.1522
}